(1)
60
Properties=species:S:1:pos:R:3:forces:R:3:lowdin_charge:R:1 method="wB97M-V/def2-TZVPD" homo_ev="-1.1 / -1.3" charge=-2 multiplicity=4 homo_lumo_gap_ev="5.42 / 5.64" s2=3.768
H 1.207 1.296 -3.004 -0.05 -0.03 0.01 0.084
C 5.251 2.402 -0.887 -0.07 -0.11 0.03 -0.126
S -0.426 -1.236 2.939 0.05 0.07 -0.09 0.461
C 1.785 0.773 -2.240 0.02 0.02 0.08 -0.106
H 6.259 -0.600 -2.082 -0.02 0.00 0.01 0.088
C -6.401 3.227 0.670 0.09 -0.03 0.00 -0.075
H 6.725 1.823 -2.350 -0.04 -0.01 0.02 0.081
H -2.184 3.054 3.338 0.01 -0.02 -0.03 0.068
C -1.765 2.477 2.510 0.00 -0.10 -0.04 -0.028
C 4.752 -0.306 -0.578 0.01 0.09 0.04 -0.169
C -2.380 1.758 0.172 -0.06 -0.05 0.01 -0.053
P 1.069 -1.702 -1.595 -0.13 0.07 -0.59 0.719
C -4.063 2.810 1.524 0.04 -0.03 0.00 -0.025
C -0.173 -2.861 3.480 0.01 -0.05 0.02 -1.178
C 5.712 0.126 -1.489 -0.11 0.05 0.06 -0.116
H -2.270 -2.445 -2.472 -0.03 0.00 -0.07 0.072
O 1.843 -3.016 -2.147 0.01 -0.30 0.26 -0.313
C -1.422 -2.570 -1.802 0.20 -0.06 -0.10 -0.149
C -4.600 2.094 -0.687 0.05 -0.02 -0.05 -0.030
C 3.014 -3.479 -1.468 0.06 0.17 -0.15 -0.163
O 1.786 -0.631 -2.553 0.11 0.06 0.03 -0.292
C -2.757 2.353 1.382 0.01 0.04 -0.03 -0.192
H -3.573 1.211 -2.963 -0.01 0.01 -0.01 0.069
C 4.290 1.966 0.021 0.08 -0.10 -0.04 -0.178
H -7.090 2.757 -0.036 0.02 0.01 0.02 0.064
H -1.668 -2.146 -0.832 0.06 0.10 0.09 0.058
O -0.164 -5.727 6.052 0.02 0.14 -0.16 -0.139
H 3.087 -4.551 -1.637 -0.05 -0.03 0.00 0.079
H -1.204 -3.633 -1.684 0.03 0.01 0.01 0.071
H -6.775 3.047 1.681 0.01 0.00 -0.04 0.067
H -6.435 4.307 0.496 -0.01 -0.02 0.01 0.070
H -4.360 3.269 2.465 0.01 -0.02 -0.02 0.106
H -1.480 1.489 2.887 -0.04 0.04 -0.03 0.052
H 4.556 -1.369 -0.464 0.06 0.14 0.02 0.067
C 4.027 0.601 0.203 0.10 0.06 -0.10 -0.662
H -0.846 2.951 2.164 -0.03 0.01 0.00 0.082
H 5.430 3.465 -1.013 0.00 -0.01 0.02 0.086
C -0.093 -4.967 5.102 -0.05 -0.13 0.17 -1.078
S 0.662 -3.763 1.022 0.02 -0.06 -0.19 0.507
H 1.350 0.984 -1.260 0.05 -0.05 -0.10 0.034
S 0.444 -5.444 3.497 -0.01 0.00 -0.02 0.904
C -3.299 1.623 -0.864 -0.09 0.00 -0.04 -0.202
O -0.319 -1.890 -2.418 0.01 -0.01 0.04 -0.305
Co 0.661 -1.370 0.713 -0.75 -0.01 0.69 -0.164
H -2.909 -0.141 -2.027 0.02 0.01 0.00 0.070
H 3.718 2.687 0.596 0.05 -0.03 -0.05 0.083
C -2.895 0.944 -2.150 -0.04 0.02 0.08 -0.026
C 5.972 1.484 -1.645 -0.07 -0.03 0.05 -0.136
C 0.261 -3.879 2.713 0.00 0.05 -0.02 -1.162
H -1.876 1.210 -2.436 -0.03 0.01 -0.01 0.084
O -0.867 -0.030 0.050 0.29 0.43 -0.25 -0.158
H 2.817 1.123 -2.256 -0.03 -0.06 -0.06 0.069
S -0.517 -3.262 5.163 0.02 0.00 -0.01 0.913
C -4.998 2.690 0.501 -0.04 0.04 0.01 -0.291
O -0.076 2.089 -0.178 0.11 -0.04 -0.06 0.005
H -5.318 1.987 -1.498 0.04 0.01 0.03 0.104
H 2.966 -3.297 -0.394 -0.08 0.03 0.04 0.024
C -0.958 1.249 -0.015 -0.31 -0.47 0.41 -0.630
H 3.902 -2.990 -1.881 -0.06 -0.01 -0.04 0.070
Te 2.612 -0.023 1.666 0.56 0.18 0.16 0.831

=====

(2)
63
Properties=species:S:1:pos:R:3:forces:R:3:lowdin_charge:R:1 method="wB97M-V/def2-TZVPD" homo_ev="-6.3 / -6.3" relative_energy_ev=3.398 multiplicity=4 homo_lumo_gap_ev="5.51 / 5.35" s2=3.798
C -2.034 -0.398 3.489 0.08 0.06 -0.36 -0.278
H -4.748 0.042 3.234 -0.02 -0.01 -0.06 0.125
H -2.288 -0.143 -0.895 0.03 0.06 -0.11 0.095
C 0.905 2.105 0.040 -0.14 -0.19 0.22 -0.446
H 0.833 -1.916 -6.069 0.00 0.04 0.03 0.120
N -4.905 0.197 1.170 0.02 -0.06 0.18 0.106
H -1.342 -0.931 -7.639 0.00 0.02 0.01 0.083
C 0.407 -1.214 -5.358 -0.04 0.02 -0.09 -0.015
C 1.659 3.885 4.432 0.00 0.04 0.00 -0.078
H -4.762 0.225 -0.882 0.05 0.00 -0.02 0.118
C -2.836 -0.055 0.029 0.16 -0.02 -0.12 -0.052
H 3.209 0.583 3.338 -0.04 0.07 -0.09 0.102
C 0.739 -1.346 -4.017 0.06 -0.06 0.00 -0.287
N -1.255 -0.844 5.344 -0.05 -0.04 0.16 0.057
H 2.415 -2.581 0.297 -0.03 0.07 0.20 0.025
S 0.151 -3.341 0.299 -0.54 -0.31 -0.23 0.461
C 0.182 -0.432 -3.100 -0.48 0.27 0.17 -0.318
C 0.921 2.773 4.061 0.13 -0.12 -0.01 -0.153
H 3.657 4.639 4.688 -0.01 -0.03 0.01 0.103
H 2.214 -4.371 0.063 0.00 0.05 0.00 0.077
H 1.164 4.800 4.733 0.00 -0.02 -0.03 0.098
C -0.218 -0.750 4.509 0.13 0.13 0.10 -0.080
N -2.129 -0.155 1.152 -1.44 -0.02 -0.16 0.046
O 0.190 1.656 0.968 0.07 -0.17 -0.37 -0.116
H -1.254 -1.058 6.327 0.03 0.00 0.02 0.164
H -2.342 1.694 -2.762 0.01 0.00 -0.02 0.086
C -0.665 0.588 -3.545 0.01 0.05 0.13 -0.279
O -0.387 -2.382 1.306 -0.08 0.04 -0.05 -0.419
C 1.690 -2.457 -3.630 -0.21 0.13 0.01 -0.077
H 2.510 -2.076 -3.025 0.08 -0.01 0.03 0.063
C -0.738 -0.089 -7.295 0.01 -0.06 0.07 -0.048
C -2.842 -0.158 2.286 0.03 0.04 0.40 -0.152
Te 0.856 -0.635 -1.085 1.48 0.29 -0.67 1.846
C -1.257 1.647 -2.642 0.05 -0.14 -0.16 -0.064
H -0.166 2.808 4.052 0.04 0.02 0.02 0.104
H 1.987 -3.620 1.677 0.04 -0.03 -0.02 0.082
C 3.626 2.595 4.018 -0.02 0.06 0.02 -0.058
C 2.800 1.534 3.670 -0.05 -0.08 -0.08 -0.124
H -1.022 1.468 -1.600 -0.08 -0.01 0.11 0.015
H -1.622 1.472 -5.244 0.07 -0.02 0.01 0.120
C 1.879 -3.487 0.603 0.03 0.05 -0.09 -0.131
H 0.185 -0.092 -7.876 -0.03 0.01 -0.01 0.081
H 1.168 3.164 0.091 0.09 0.13 0.03 0.154
C -4.211 0.129 0.045 -0.01 -0.01 -0.13 -0.080
H -1.279 0.831 -7.514 0.00 -0.02 0.00 0.073
H 0.820 -0.862 4.774 -0.05 -0.02 -0.04 0.152
N 1.471 1.615 3.695 -0.06 0.21 0.33 0.052
H 1.178 -3.221 -3.045 0.02 0.00 -0.01 0.069
O -0.028 -2.738 -1.072 0.09 -0.29 0.42 -0.548
O 1.651 -0.547 1.722 0.31 -0.48 0.28 -0.547
O 2.780 -0.453 0.845 -0.54 0.24 0.03 -0.453
Cr -0.081 -0.353 1.375 1.58 0.02 -0.58 0.574
O -0.443 -4.641 0.391 0.01 0.14 0.08 -0.279
C 3.044 3.789 4.411 0.03 0.01 -0.04 -0.084
H 2.103 -2.921 -4.523 0.01 0.00 -0.04 0.077
C -0.960 0.679 -4.904 -0.09 0.05 -0.02 -0.021
C -0.436 -0.210 -5.824 0.07 -0.04 -0.04 -0.262
N -2.428 -0.622 4.712 -0.08 0.00 0.16 0.152
O 1.332 1.501 -0.991 -0.29 -0.14 0.12 -0.246
H -0.853 2.627 -2.898 0.00 0.00 0.00 0.097
N -0.686 -0.459 3.323 -0.35 0.07 0.09 0.057
H 4.702 2.485 3.977 -0.02 -0.02 -0.01 0.103
C -4.214 0.027 2.291 -0.08 0.02 0.18 -0.044